Entry from OMol25: C39H43As2ClFeSi2 as an isolated structure in a non-equilibrium geometry (wB97M-V/def2-TZVPD).

energy	-225481.17112	eV
E_LUMO (spin up / spin down)	0.0072 / 0.0042	Ha
gap between HOMO and LUMO (spin up / spin down)	6.14 / 7.41	eV
multiplicity	5
ΔE to the lowest compared entry with this formula, charge and spin	0.0	kJ/mol
<S²>	6.027
max |F|	2.881	eV Å⁻¹

Geometry as XYZ:
```
88
C39H43As2ClFeSi2, DFT wB97M-V/def2-TZVPD
C 0.3594 -2.7046 -3.0683
As 0.5237 2.3338 0.9736
H -1.4002 2.9631 -8.1261
H 3.0370 2.9341 -10.2944
H 1.4406 4.7370 -10.7900
H -2.7218 1.1430 0.4765
C 0.4687 1.9356 -8.3243
H 1.9052 0.1977 -2.9470
H 2.3045 -4.3585 -7.7324
H -1.6982 3.4800 0.3970
H -2.6941 -2.5123 -5.3972
H 4.1196 0.7038 -9.4282
C 1.5609 0.5078 5.2060
C 2.0647 2.9315 -9.8167
C 1.9881 -0.1183 4.0297
H -2.1031 1.5737 -2.1725
H 0.7479 -0.4273 -10.2808
H 4.4451 0.6533 2.1135
H 3.0253 2.0948 0.2485
Cl 3.6253 0.6736 -6.6011
C 1.1043 -1.2856 -9.7250
H 0.2729 3.8437 -5.8481
H -1.6801 -4.7113 -4.8818
H -1.7506 -0.4597 -4.4430
Si 0.4693 0.1066 -2.4697
H 2.6238 3.7718 0.7400
C -0.1608 -3.8668 -3.6168
H 3.0374 -2.8655 1.2267
H 0.1851 1.1515 -7.6328
C -1.3001 -1.4127 -4.1948
As 2.3244 -0.3966 1.1005
C -0.3292 1.5722 -3.3803
H 0.5218 2.1926 6.0573
C -2.0933 -0.7789 -0.4505
H -0.7807 4.7591 -9.7075
C 1.7296 1.9095 -8.9266
C 1.0223 1.6875 2.7306
H -1.3976 0.2595 2.6376
C -1.4993 3.8025 -4.6404
H 4.3506 -1.1039 2.5359
C -0.4283 2.9542 -8.6019
C 0.3163 2.2383 -4.4251
H 1.7626 0.0518 6.1665
C -1.4991 -0.2611 1.6997
C -0.9600 -1.5289 1.3879
H 1.4038 -2.7220 0.4806
C -0.0797 3.9638 -9.4901
C -1.1942 3.2316 1.3538
C 2.4161 -2.2768 0.5179
H 2.8696 -2.3236 -0.4914
H -1.8496 2.5962 1.9788
C 2.1234 -1.1321 -8.7809
Fe 0.0000 0.0000 0.0000
H 2.0980 3.1523 -0.8737
C 2.2544 2.8817 0.1901
C -1.2660 -3.8060 -4.4566
H -1.0502 -2.7354 -0.4883
H 2.5200 -1.0581 4.0916
C 0.9571 -3.6336 -9.2362
C 1.1668 3.9516 -10.0981
H -0.3685 -2.1420 2.0476
H 1.2119 -2.7776 -2.4037
H 0.2950 -4.8232 -3.3903
H -0.9971 4.1728 1.9063
C -1.8349 -2.5733 -4.7403
C 0.8628 1.7174 5.1460
C -0.1916 -1.4489 -3.3454
H 0.5045 -4.6013 -9.4098
C 1.9687 -3.4977 -8.2954
H -2.5134 -0.7330 -1.4400
H -3.1427 3.4963 -3.2948
H -1.9475 4.6615 -5.1234
H -0.2663 -2.6261 -10.6818
H 1.2856 1.8868 -4.7585
H 0.0173 3.2238 3.8744
C 1.7238 0.4650 2.7828
C -2.2011 0.2032 0.5591
C 2.5476 -2.2579 -8.0715
Si 2.9265 0.5354 -8.5668
C -1.3245 -1.8502 0.0591
C 4.1988 -0.3583 1.7287
C -0.2531 3.3432 -5.0443
H 4.8750 -0.5976 0.8834
C -2.1680 3.1478 -3.6142
C 0.5848 2.3047 3.9091
C 0.5255 -2.5257 -9.9510
C -1.5827 2.0545 -2.9917
H 3.3258 -2.1624 -7.3254
```